17
Properties=species:S:1:pos:R:3:forces:R:3 method="wB97M-V/def2-TZVPD" spin_multiplicity=1 gap_ev=8.88 total_energy_ev=-11270.5203
C 2.539 0.912 -0.079 0.4 0.3 -1.2
N 2.504 -0.555 0.139 -0.2 1.1 -0.7
N 1.423 -1.130 0.064 -1.4 -0.9 0.4
C 0.103 -0.565 -0.101 0.8 -1.1 1.0
C -0.965 -1.359 0.152 1.6 -0.2 -0.6
N -2.173 -0.727 0.020 0.2 1.1 0.0
N -1.874 0.635 -0.448 -1.5 -0.4 -1.2
C -1.303 1.457 0.604 -0.1 -0.5 0.6
C -0.432 0.755 -0.369 0.8 1.7 -0.2
H 1.737 1.445 0.407 -0.3 0.1 0.4
H 3.487 1.275 0.335 -0.2 -0.1 -0.4
H 2.449 1.162 -1.197 0.4 -0.5 1.5
H -0.840 -2.401 0.372 -0.4 -0.3 0.2
H -2.799 -1.184 -0.625 -0.3 0.1 -0.1
H -1.474 0.973 1.541 0.3 0.2 0.8
H -1.427 2.536 0.544 -0.2 -0.3 -0.1
H 0.067 1.431 -1.041 -0.1 -0.2 -0.6



19
Properties=species:S:1:pos:R:3:forces:R:3 method="wB97M-V/def2-TZVPD" spin_multiplicity=1 gap_ev=8.80 total_energy_ev=-15369.1893
C -1.746 0.146 -0.933 0.5 2.5 -0.5
C -0.869 2.052 -1.501 0.4 0.5 0.3
C -0.688 0.367 -0.055 -1.2 1.6 -1.3
C 1.427 0.175 1.605 -3.1 0.4 -0.4
C -0.060 -0.388 0.944 1.8 -1.6 1.3
N -1.831 1.223 -1.839 -0.3 -1.2 0.8
N -0.153 1.612 -0.444 -0.4 -0.4 -0.4
N 1.212 -1.276 -0.805 0.5 -0.5 1.2
N -0.540 -1.505 1.531 -1.4 2.1 -1.9
O 1.555 -0.342 2.670 0.9 -1.9 2.4
O 1.948 1.096 1.026 1.0 1.0 -1.3
H -2.533 -0.573 -0.924 0.0 -0.6 -0.1
H -0.655 3.049 -1.965 -0.3 -1.3 0.4
H 0.714 2.021 -0.077 -0.3 -0.6 0.2
H 0.513 -1.199 -1.476 -1.0 0.1 -1.4
H 1.220 -2.190 -0.369 0.8 0.3 -0.4
H -0.006 -1.776 2.371 -0.5 0.0 -0.4
H 2.027 -0.716 -0.986 0.3 -0.5 0.1
H -1.533 -1.776 1.227 2.3 0.1 1.3



19
Properties=species:S:1:pos:R:3:forces:R:3 method="wB97M-V/def2-TZVPD" spin_multiplicity=1 smiles="CNC(=O)c1n[nH]n(C)c1=O" gap_ev=9.48 total_energy_ev=-15363.8543
C -0.753 0.935 -3.549 0.0 -0.4 1.7
N -0.130 0.628 -2.173 5.9 -3.7 -4.9
C -0.780 0.920 -1.134 3.9 -2.3 5.5
O -1.848 1.346 -1.128 -6.2 3.0 0.4
C -0.007 0.483 0.212 -4.0 -3.3 -7.7
N 0.406 1.267 1.023 3.0 2.5 5.5
N 0.893 0.500 2.068 -12.5 -4.1 -8.8
N 0.873 -0.829 1.703 -0.8 -0.1 0.6
C 0.957 -1.809 2.723 2.9 -5.2 1.8
C 0.182 -0.978 0.480 2.7 7.4 5.3
O 0.002 -1.980 -0.004 -2.1 -7.0 -4.5
H 0.112 0.517 -4.241 -2.0 2.1 0.7
H -1.239 2.056 -3.301 1.9 -2.7 -1.8
H -1.685 0.293 -3.745 1.4 0.7 0.5
H 0.864 -0.033 -2.020 -4.1 2.8 -1.0
H 1.517 0.742 2.548 11.9 5.1 8.7
H 0.253 -2.007 3.647 0.7 1.5 -2.1
H 2.052 -1.775 3.188 -2.2 0.1 -0.7
H 1.006 -2.988 2.240 -0.3 3.7 0.8



20
Properties=species:S:1:pos:R:3:forces:R:3 method="wB97M-V/def2-TZVPD" spin_multiplicity=1 smiles="C[P@]1(=O)NC(=[NH2+])[C@@H](C#N)C(=S)N1" gap_ev=7.76 total_charge=+1 total_energy_ev=-33439.2652
C -2.285 1.715 0.336 1.8 -1.4 1.1
P -0.807 1.091 -0.619 -0.7 2.1 -1.5
O -0.834 1.442 -2.061 0.1 -0.6 1.9
N -0.815 -0.545 -0.230 2.9 -6.1 1.3
C 0.392 -1.458 0.025 -5.4 5.6 -1.8
N 0.244 -2.655 0.405 -0.3 -0.9 0.4
C 1.607 -0.720 -0.196 2.2 0.4 1.6
C 1.777 -0.448 -1.626 0.3 -0.7 1.9
N 2.094 -0.362 -2.710 0.3 0.3 -1.8
C 1.536 0.548 0.685 -0.3 1.3 1.6
S 2.335 0.703 2.124 -0.3 -0.4 -1.6
N 0.610 1.469 0.253 -0.1 -3.2 -1.9
H -2.903 0.774 0.296 -0.3 1.6 -0.2
H -2.063 1.888 1.444 -0.1 -0.2 -1.6
H -2.592 2.648 -0.143 -0.5 -0.6 0.0
H -1.672 -1.094 -0.085 0.3 0.9 -0.3
H 1.050 -3.034 0.928 -0.9 -0.7 -0.7
H -0.702 -3.046 0.256 1.0 -0.5 0.9
H 2.446 -1.265 0.304 -0.2 0.2 -1.1
H 0.582 2.349 0.615 0.5 2.8 1.7



18
Properties=species:S:1:pos:R:3:forces:R:3 method="wB97M-V/def2-TZVPD" spin_multiplicity=3 gap_ev="6.52 / 6.01" s_squared=2.033 total_charge=+1 total_energy_ev=-12750.8783
C 0.938 1.752 -0.062 2.7 2.2 -0.7
C 2.380 -0.769 0.024 -3.5 -1.9 0.4
C -4.109 0.020 -0.429 -0.3 0.2 -0.2
C -1.976 0.250 0.634 -0.3 -0.4 0.5
C 2.267 -2.173 -0.038 0.7 -1.0 -0.5
N 2.779 0.343 0.004 6.2 1.7 -0.2
N -3.117 -0.330 0.245 0.0 -0.6 0.1
N -1.053 0.545 -0.198 1.1 1.6 -0.6
N 2.329 1.557 -0.020 -5.1 0.6 0.1
N 0.212 0.723 0.031 -1.5 -2.5 1.0
H 0.648 2.786 -0.194 -0.4 0.2 0.0
H -4.274 1.032 -0.802 0.2 0.1 0.1
H -4.870 -0.720 -0.641 -0.1 -0.1 -0.1
H -1.854 0.305 1.720 0.2 0.3 -0.2
H 3.206 -2.611 -0.392 0.1 -0.4 0.1
H 2.018 -2.598 0.936 -0.1 0.1 0.0
H 1.487 -2.434 -0.761 -0.1 -0.1 0.2
H 2.990 2.320 -0.055 0.1 0.0 0.1



15
Properties=species:S:1:pos:R:3:forces:R:3 method="wB97M-V/def2-TZVPD" spin_multiplicity=1 gap_ev="6.29 / 6.29" total_charge=-1 total_energy_ev=-8847.1003
C -2.190 -1.616 -0.343 0.4 0.6 0.4
C -1.348 -0.810 0.010 0.7 -0.2 0.1
C 0.025 0.879 -1.028 0.5 0.8 0.1
C 0.193 0.757 1.371 0.6 -1.0 -0.4
C -0.188 -0.011 0.123 1.2 0.2 0.3
N 1.430 -1.368 -0.106 -0.5 0.6 -0.5
O 2.017 -0.993 -1.217 -0.1 -0.2 1.9
H -3.157 -1.859 -0.642 -0.9 -0.6 -0.2
H 0.903 0.487 -1.536 0.3 -0.5 -1.0
H -0.871 0.956 -1.606 -0.3 0.1 -0.9
H 0.365 1.888 -0.718 -0.5 -0.2 0.0
H 1.286 1.084 1.286 -1.6 0.0 0.0
H -0.537 1.579 1.473 0.6 0.0 0.7
H 0.181 -0.003 2.134 -0.3 0.3 1.2
H 1.891 -0.969 0.800 -0.2 0.1 -1.6